Entry 1:
Here is a gas-phase ion, C11H15N2 (charge +1) in a non-equilibrium geometry from the OMol25 dataset. Energies are from ωB97M-V/def2-TZVPD.

2S+1: 1
SMILES: CN1c2ccc[n+](C)c2[C@@H]2CC[C@@H]21
Charge: +1

The geometry in XYZ format:
```
28
Properties=species:S:1:pos:R:3:forces:R:3
N 1.2099 1.1254 -0.2130 0.1 -0.2 0.0
N -1.9007 -0.5942 -0.1598 0.4 0.4 0.0
C -0.1079 1.1022 -0.0303 -2.0 -3.1 -0.3
C -1.0460 2.0698 0.2945 0.5 -0.1 -0.1
C -2.3796 1.6858 0.3711 -0.2 -0.7 -0.1
C 0.5630 -1.1729 -0.5287 -0.3 -0.4 -0.2
C -2.7856 0.3906 0.1371 -0.5 0.8 0.3
C -2.4110 -1.9384 -0.3443 -0.3 -0.9 0.0
C 1.7493 -0.1771 -0.5727 0.4 0.1 -0.1
C 2.0107 2.3217 -0.2833 -0.1 0.2 -0.1
C -0.6188 -0.3321 -0.2451 1.5 3.6 0.3
C 2.4289 -0.9356 0.5829 0.3 0.0 0.0
C 1.2023 -1.8560 0.7089 0.0 -0.2 0.2
H 3.3326 -1.4565 0.2774 0.1 0.0 0.0
H 0.4431 -1.8262 -1.3920 0.0 0.0 0.0
H -3.1334 2.4150 0.6210 -0.1 0.0 0.0
H -3.3030 -1.9123 -0.9691 0.1 0.1 0.0
H -3.8212 0.1032 0.1895 -0.1 -0.1 0.0
H 1.4064 -2.9132 0.5749 0.0 -0.1 0.0
H 2.3256 -0.1028 -1.4977 -0.1 0.0 0.0
H -1.6625 -2.5743 -0.8102 0.0 0.1 0.0
H 2.6380 -0.3276 1.4581 0.1 0.1 0.0
H 1.9204 2.7976 -1.2642 0.1 0.0 0.0
H 3.0522 2.0682 -0.1059 0.0 0.0 0.0
H -2.6796 -2.3718 0.6207 0.1 0.1 0.0
H 0.6359 -1.7103 1.6252 -0.1 -0.1 0.1
H 1.6886 3.0309 0.4778 0.1 0.0 0.0
H -0.7576 3.0911 0.4773 0.0 0.2 0.0
```
Forces are in eV/Å.

***

Entry 2:
Here is 2 unconnected molecules or ions with the total composition C3H4O2P in a non-equilibrium geometry from the OMol25 dataset. Energies are from ωB97M-V/def2-TZVPD.

2S+1: 1
Charge: -1

The geometry in XYZ format:
```
10
Properties=species:S:1:pos:R:3:forces:R:3
P -1.5669 0.0020 -0.1207 -0.4 1.8 -0.6
O -2.1385 -0.2579 -1.4581 1.0 -0.5 -0.1
O -2.4841 -0.0684 1.0444 1.6 0.0 0.1
C -0.2522 1.4808 -0.2955 0.6 -2.9 2.8
C 2.2357 -2.0971 0.5530 -0.6 0.3 -0.2
C 1.0982 -1.6774 0.4467 -1.6 0.8 -0.1
H -0.5468 2.1983 0.4628 -0.5 0.4 -0.3
H -0.2786 1.8182 -1.3256 0.3 -0.2 0.1
H 3.2090 -2.4383 0.4848 1.3 -0.5 0.1
H 0.7241 1.0398 0.2082 -1.7 0.7 -1.9
```
Forces are in eV/Å.

***

Entry 3:
Here is CH4N2O2 in the gas phase in a non-equilibrium geometry from the OMol25 dataset. Energies are from ωB97M-V/def2-TZVPD.

2S+1: 1
SMILES: NC(=O)NO
Charge: 0

The geometry in XYZ format:
```
9
Properties=species:S:1:pos:R:3:forces:R:3
O 2.0464 0.1219 0.0060 0.4 -3.4 -0.1
O -0.0800 1.6056 -0.0341 -0.1 -1.4 0.6
N 0.7930 -0.5426 -0.1715 0.9 1.5 0.2
N -1.3647 -0.2495 0.0568 -2.9 -4.9 0.2
C -0.2467 0.3828 0.0329 3.0 2.5 -2.0
H 1.7680 1.0028 0.0434 -0.7 2.9 0.1
H -2.1696 0.1919 -0.2320 -1.9 1.5 -0.3
H 0.6538 -1.2381 0.5339 0.8 -0.7 0.6
H -1.4002 -1.2748 -0.2354 0.4 2.1 0.7
```
Forces are in eV/Å.

***

Entry 4:
Here is 8 unconnected molecules or ions with the total composition C14H44O14 in a non-equilibrium geometry from the OMol25 dataset. Energies are from ωB97M-V/def2-TZVPD.

2S+1: 1
SMILES: OCCO.OCCO.OCCO.OCCO.OCCO.OCCO.CO.CO
Charge: 0

The geometry in XYZ format:
```
72
Properties=species:S:1:pos:R:3:forces:R:3
O -9.1031 1.9883 25.5661 -0.2 0.7 -0.9
O -11.5536 0.5962 32.4380 0.8 0.2 0.0
O -13.3298 1.0619 28.3108 1.0 0.4 0.6
O -12.5974 -1.1418 26.6095 -1.1 -0.3 1.1
O -11.4126 5.3127 28.7678 -0.4 0.4 0.5
O -10.5069 3.5722 30.9633 -1.2 -1.4 0.5
O -16.0978 -0.2833 31.8937 1.6 0.8 -1.1
O -11.5091 2.4089 24.2514 -2.3 -2.4 0.6
O -9.4539 -2.8224 27.8120 1.0 -0.3 0.1
O -11.9196 -0.8447 35.1361 0.4 0.4 0.1
O -16.4261 2.3183 30.1238 0.2 -0.4 -0.1
O -12.5063 5.6140 26.1774 0.6 0.2 0.2
O -7.8905 -1.1606 25.7767 -0.1 0.1 0.6
O -9.4294 4.0727 33.5385 0.6 -0.5 0.7
C -11.9089 1.1896 33.6715 0.3 -1.5 1.9
C -11.3592 0.4585 34.9798 -1.2 0.3 -2.6
C -9.1014 -1.4692 27.9545 -0.4 1.8 -1.3
C -8.6446 3.5312 32.4784 -0.7 1.3 -0.2
C -9.7583 3.2683 25.4747 0.8 -0.1 1.0
C -9.2006 4.0618 31.1890 -0.4 -0.1 -1.1
C -15.2096 0.2083 30.7786 -1.5 0.3 1.0
C -13.1990 4.9934 27.2558 -1.0 1.0 0.2
C -7.8788 -0.9082 27.1770 0.4 -1.4 1.5
C -10.6400 3.4561 24.2353 1.2 1.0 0.3
C -13.9096 -0.8238 26.1048 0.7 0.9 -1.6
C -12.0266 1.2731 28.8883 0.2 0.0 -0.2
C -15.1993 1.7764 30.6487 0.2 -0.3 0.0
C -12.8133 5.6256 28.6084 0.4 -1.6 -0.7
H -14.2319 -0.2498 30.9278 0.1 0.5 0.5
H -9.2173 -3.0845 26.9193 0.0 -0.1 -0.2
H -12.0133 1.9952 29.7047 -0.5 0.0 -0.1
H -16.0985 2.8810 29.4183 -0.6 0.0 -0.2
H -10.2842 0.4140 34.8054 0.1 -0.2 0.6
H -7.6261 3.8866 32.6346 0.0 0.1 0.0
H -16.9823 0.0510 31.7280 -0.1 0.1 -0.2
H -6.9737 -0.9872 25.5510 0.0 -0.1 -0.7
H -10.3687 4.0834 33.3405 0.0 -0.2 -0.5
H -14.2764 5.0856 27.1190 -0.1 -0.1 0.0
H -13.3791 5.0577 29.3469 0.1 -0.1 0.3
H -11.9260 -1.1398 25.9233 -0.3 0.1 -0.3
H -9.0082 4.0375 25.6585 0.2 0.1 -0.8
H -11.6567 1.1088 35.8024 0.3 -0.1 0.2
H -12.6435 -0.9146 34.5095 -0.1 -0.2 0.0
H -14.4480 -1.6325 25.6105 0.3 -0.3 0.2
H -11.0809 5.2073 27.8731 0.4 0.2 -0.1
H -11.5822 0.3510 29.2629 -0.2 -0.2 0.2
H -12.9939 1.0892 33.6440 -0.4 1.0 0.8
H -10.1485 3.3450 23.2687 1.0 0.7 0.1
H -8.9229 -1.2184 29.0001 -0.2 -0.2 0.1
H -13.0408 5.7526 25.3920 -0.3 -0.1 0.3
H -11.3274 1.6355 28.1347 0.1 0.2 -0.2
H -14.4250 2.1570 29.9826 0.3 -0.8 0.0
H -13.7226 -0.0301 25.3815 -0.4 0.0 -0.5
H -8.6468 3.6764 30.3329 0.8 0.5 0.0
H -9.4596 5.1189 31.1298 1.7 0.6 0.4
H -13.0442 6.6726 28.8047 0.3 0.1 -0.6
H -7.6195 0.1227 27.4178 -1.0 0.4 -0.1
H -9.6793 1.4293 25.0397 0.1 -0.6 0.0
H -14.5967 -0.3224 26.7864 0.5 -0.6 0.8
H -11.1711 4.4063 24.2911 0.3 0.2 0.1
H -13.1252 0.3429 27.7084 -0.1 -0.2 -0.2
H -15.0094 2.3297 31.5684 0.0 -0.7 0.6
H -11.4587 2.1786 33.7571 -0.6 0.4 -0.1
H -12.3190 2.5829 23.7661 0.1 0.0 -0.1
H -7.0494 -1.4164 27.6689 0.5 -0.6 -0.4
H -15.5698 -0.2961 29.8820 -0.2 0.6 -0.3
H -10.7630 4.0262 30.1571 -0.7 0.1 -0.3
H -11.6014 1.3916 31.9027 0.4 -0.3 -1.0
H -12.9437 3.9345 27.2972 0.0 -0.1 0.1
H -10.3016 3.3068 26.4189 -1.1 0.3 -0.2
H -8.5853 2.4452 32.4070 -0.4 -0.2 0.4
H -9.9640 -0.9131 27.5874 -0.3 0.5 0.3
```
Forces are in eV/Å.

***

Entry 5:
Here is a molecular structure, C39H35N5O5PRbS2 from the OMol25 dataset. Energies are from ωB97M-V/def2-TZVPD.

2S+1: 1
Charge: 0

The geometry in XYZ format:
```
88
Properties=species:S:1:pos:R:3:forces:R:3
Rb 0.0706 0.8550 0.9567 0.1 0.1 0.0
S 2.0247 -1.5256 -3.6307 0.2 0.0 0.0
S 2.4192 3.8485 6.3551 0.0 -0.1 0.1
P -1.8187 -2.0401 0.1193 0.0 -0.1 -0.1
O 0.0639 0.3825 3.6885 0.0 0.0 0.0
O 1.6811 1.7533 2.9756 0.0 0.0 0.1
O -1.2029 1.8325 -2.8668 0.0 0.0 0.0
O 3.2384 3.6050 7.5096 0.0 0.0 -0.1
O 2.2440 5.1665 5.8185 0.0 0.1 0.0
N 1.4135 -1.7982 1.2596 -0.1 -0.1 0.0
N 2.9870 2.9462 5.1339 0.0 0.0 0.0
N 1.4022 -0.5997 -1.3392 0.1 0.1 -0.1
N -1.9422 0.7137 -3.2722 0.0 0.0 0.0
N 2.4611 -3.6225 0.5212 0.0 0.0 0.0
C -3.6145 -0.8324 3.5566 0.0 0.0 0.0
C -3.1232 -1.6975 1.3515 -0.1 0.0 0.1
C 0.5974 2.5397 7.9358 0.0 0.0 0.0
C -0.6123 -4.4889 -0.4424 0.0 0.0 0.0
C -4.4828 -1.9435 1.1643 0.0 0.0 0.0
C -2.7502 -1.4002 -2.4752 0.0 0.0 0.0
C -2.6998 -1.1228 2.5538 0.0 0.0 0.0
C 1.9840 -4.8551 3.9785 0.0 0.0 0.0
C 2.3245 -2.5017 -2.2627 -0.1 -0.1 -0.1
C -4.9635 -1.0884 3.3623 0.0 0.0 0.0
C 1.2960 -3.7178 4.4341 0.0 0.0 0.0
C 1.9168 -1.8582 -1.1332 0.1 0.1 0.0
C 2.4458 -4.9493 2.6810 0.0 0.0 0.0
C 1.9400 -2.3927 0.2269 0.1 0.0 0.0
C -3.4692 -3.5341 -1.6285 0.0 0.0 0.0
C -1.4845 -4.3085 1.7851 0.0 0.0 0.0
C -4.1350 -2.8407 -3.8275 0.0 0.0 0.0
C -1.6473 1.9917 7.2208 0.0 0.0 0.0
C -3.4395 -1.6600 -3.6630 0.0 0.0 0.0
C 1.9763 0.6416 5.0812 0.0 0.0 0.0
C -2.9599 1.2921 7.4438 0.0 0.0 0.0
C 3.2170 1.5075 5.2868 0.0 0.0 0.0
C -1.2990 -3.7507 0.5227 0.0 0.0 0.1
C -0.6340 1.9416 8.1707 0.0 0.0 0.0
C -1.0195 -5.5859 2.0683 0.0 0.0 0.0
C 1.1776 0.9565 3.8128 0.0 0.0 0.1
C -4.1522 -3.7821 -2.8052 0.0 0.0 0.0
C -0.2000 3.2963 5.7930 0.0 0.0 0.0
C -2.7590 -2.3454 -1.4357 -0.1 0.0 -0.1
C 1.4220 -0.3015 -2.6011 -0.2 0.0 0.0
C -1.4154 2.6868 6.0335 0.0 0.0 0.0
C 0.8108 3.2071 6.7430 0.0 0.0 0.0
C 1.0636 -2.6325 3.6129 0.0 0.0 0.0
C 2.1966 -3.8587 1.8551 0.1 -0.1 0.0
C -5.3963 -1.6374 2.1630 0.0 0.0 0.0
C -0.3619 -6.3217 1.0943 0.0 0.0 0.0
C -0.1569 -5.7681 -0.1623 0.0 0.0 0.0
C -2.0279 -0.1233 -2.3253 -0.1 -0.1 0.1
C 1.5379 -2.7085 2.3022 0.0 0.1 0.0
H -6.4497 -1.8292 2.0031 0.0 0.0 0.0
H -4.8364 -2.3670 0.2337 0.0 0.0 0.0
H -5.6787 -0.8528 4.1401 0.0 0.0 0.0
H -3.0711 0.9727 8.4793 0.0 0.0 0.0
H 2.9594 -5.8334 2.3262 0.0 0.0 0.0
H 3.6465 1.3434 6.2755 0.0 0.0 0.0
H -1.9968 -3.7479 2.5570 0.0 0.0 0.0
H 2.8929 -4.2598 -0.1222 0.0 0.0 0.0
H 2.1509 -5.6796 4.6597 0.0 0.0 0.0
H -4.6663 -3.0305 -4.7511 0.0 0.0 0.0
H -1.5776 0.0995 -1.3618 0.1 0.0 -0.1
H -3.8032 1.9378 7.1959 0.0 0.0 0.0
H -0.8038 1.4161 9.1032 0.0 0.0 0.0
H -1.2810 2.4310 -3.6174 0.0 0.0 0.0
H 1.2905 0.7047 5.9271 0.0 0.0 0.0
H -0.0092 -7.3216 1.3129 0.0 0.0 0.0
H 2.5525 3.1594 4.2394 0.0 0.0 0.0
H 2.2802 -0.4081 5.0231 0.0 0.0 0.0
H -1.1696 -6.0013 3.0563 0.0 0.0 0.0
H -3.4740 -4.2795 -0.8431 0.0 0.0 0.0
H 3.9788 1.2414 4.5544 0.0 0.0 0.0
H -3.0277 0.4040 6.8109 0.0 0.0 0.0
H 1.0533 0.6352 -2.9939 0.0 0.0 0.0
H -1.6533 -0.8944 2.7356 0.0 0.0 0.0
H -0.0212 3.8208 4.8625 0.0 0.0 0.0
H -3.4206 -0.9188 -4.4503 0.0 0.0 0.0
H -3.2626 -0.3932 4.4815 0.0 0.0 0.0
H 2.7525 -3.4851 -2.3654 0.0 0.0 0.0
H 0.9442 -3.6949 5.4576 0.0 0.0 0.0
H -0.4467 -4.0665 -1.4281 0.0 0.0 0.0
H 0.5307 -1.7482 3.9426 0.0 0.0 0.0
H 1.3969 2.4843 8.6617 0.0 0.0 0.0
H -4.6971 -4.7093 -2.9282 0.0 0.0 0.0
H -2.1946 2.7332 5.2818 0.0 0.0 0.0
H 0.3533 -6.3382 -0.9298 0.0 0.0 0.0
```
Forces are in eV/Å.

***

Entry 6:
Here is C2H2ClP in the gas phase in a non-equilibrium geometry from the OMol25 dataset. Energies are from ωB97M-V/def2-TZVPD.

2S+1: 1
SMILES: Cl[C@@H]1C=P1
Charge: 0

The geometry in XYZ format:
```
6
Properties=species:S:1:pos:R:3:forces:R:3
Cl 1.9102 -0.7323 0.0043 1.1 -0.5 -0.3
P -0.1457 1.6036 0.0041 -1.6 -2.7 -1.8
C 0.3690 -0.1042 0.4244 -2.5 0.0 0.1
C -0.7565 0.0445 -0.5657 3.0 4.6 2.4
H -1.3963 -0.4027 -1.2656 -0.5 -0.8 -0.6
H 0.0193 -0.4090 1.3985 0.6 -0.5 0.3
```
Forces are in eV/Å.

***

Relative energy (zero: lowest compared OMol25 entry of this formula, charge and spin): 0.0; 205.1; 104.4; 318.2; 0.0; 134.6 (kJ/mol)
LUMO energy: -3.56; 3.35; 0.62; -0.13; -0.07; -0.51 (eV)
E_HOMO: -11.6; -4.7; -9.8; -9.9; -8.4; -9.4 (eV)